No. 1
Here is a molecular structure, C38H38FGeIrN7O3 from OMol25. Energies are from wB97M-V/def2-TZVPD.

Calculated values
Orbital gap (spin up / spin down) in hartree: 0.20680 / 0.20684
E in eV: -118661.09766

ORCA input file:
```
! RIJCOSX wB97M-V def2-TZVPD def2/J DEFGRID3
* xyz 1 1
Ir -2.74952 0.35506 -1.70572
F 3.73297 -1.68840 -1.59667
C 3.29197 -0.41583 -1.48650
C 1.95231 -0.17088 -1.58253
C 1.46889 1.12411 -1.41178
C 0.02386 1.35826 -1.46031
O -0.70602 0.34954 -1.51858
C -0.39626 2.71878 -1.40470
C 0.54641 3.67366 -1.17507
N 1.87640 3.46125 -1.06084
C 2.76218 4.56316 -0.76613
C 3.71653 5.03202 -1.82899
C 2.53387 5.87256 -1.44981
C 2.36845 2.17073 -1.17879
C 3.73685 1.89555 -1.08962
C 4.21239 0.60481 -1.23398
N 5.61548 0.38347 -1.11870
C 6.23793 -0.72683 -1.82625
C 7.76375 -0.52901 -1.75692
N 8.02760 0.91373 -1.43973
C 7.59784 1.23331 -0.03149
C 6.22400 0.57844 0.18863
C -1.81484 3.24679 -1.61494
O -1.99476 4.43624 -1.40010
O -2.69280 2.41587 -2.03633
H 1.25314 -0.97704 -1.75602
H 0.20302 4.69526 -1.08078
H 3.09744 4.58687 0.26450
H 3.66813 4.52409 -2.78311
H 4.70279 5.35269 -1.52145
H 1.72433 5.93658 -2.16262
H 2.69536 6.76648 -0.86584
H 4.44305 2.69862 -0.93264
H 5.89544 -0.71869 -2.85998
H 6.00372 -1.70652 -1.40327
H 8.25785 -0.77823 -2.69241
H 8.22077 -1.10518 -0.95479
H 7.44954 1.47727 -2.06708
H 9.00501 1.15863 -1.58751
H 7.55908 2.31777 0.04837
H 8.36302 0.84979 0.64012
H 5.60214 1.22907 0.79673
H 6.33229 -0.37130 0.72757
N -7.02988 -0.42006 0.22449
C -7.71455 0.04277 -0.83686
N -9.05835 0.02091 -0.78844
N -7.16116 0.49708 -1.94596
C -5.85121 0.47243 -1.97421
N -4.70120 0.43270 -2.00090
H -7.48953 -0.66885 1.08243
H -6.02618 -0.30632 0.27056
H -9.56037 -0.21753 0.04517
H -9.55695 0.39130 -1.57724
C -3.00612 -1.36312 -1.09437
Ge -2.42934 -1.92473 0.67964
C -3.78550 -1.07595 1.82456
C -4.01802 0.30199 1.75610
C -4.97625 0.90547 2.56136
C -5.72973 0.13646 3.44023
C -5.51923 -1.23441 3.50989
C -4.55170 -1.83335 2.70982
C -0.64743 -1.32648 1.22695
C -0.47152 -0.22474 2.06251
C 0.79817 0.17619 2.46166
C 1.91400 -0.53883 2.04946
C 1.75530 -1.64613 1.22741
C 0.48624 -2.02454 0.80982
C -2.53900 -3.85650 0.96481
C -3.58840 -4.57645 0.39114
C -3.71562 -5.94291 0.59712
C -2.79030 -6.61415 1.38468
C -1.74363 -5.91375 1.96566
C -1.62139 -4.54562 1.75701
H -3.83012 -1.98986 -1.46628
H -3.45816 0.90487 1.04799
H -5.13692 1.97481 2.49745
H -6.47305 0.60577 4.07327
H -6.09964 -1.83816 4.19659
H -4.39298 -2.90360 2.77895
H -1.33427 0.32880 2.41409
H 0.91244 1.03427 3.11296
H 2.90205 -0.24420 2.38508
H 2.61881 -2.22061 0.91131
H 0.37858 -2.89167 0.16548
H -4.32019 -4.06769 -0.22750
H -4.53560 -6.48452 0.14263
H -2.88704 -7.68017 1.54664
H -1.02309 -6.43233 2.58597
H -0.80359 -4.01118 2.22691
*
```

***

No. 2
Here is a molecular structure, C38H38GeN5O12SSbW at a distorted geometry from OMol25. Energies are from wB97M-V/def2-TZVPD.

Calculated values
Orbital gap in hartree: 0.18125
E in eV: -147732.92085

ORCA input file:
```
! RIJCOSX wB97M-V def2-TZVPD def2/J DEFGRID3
* xyz 2 1
W 1.32159 -0.67562 0.18160
O 2.94372 -3.14791 -2.62031
C 2.34990 -2.80310 -1.46988
O 2.27590 -1.43340 -1.24640
C 0.93072 -3.30080 -1.46229
O 0.28161 -2.62174 -0.36010
C 0.13449 -3.46417 0.81594
C -0.13614 -2.55308 1.96711
O -0.57052 -2.88628 3.01683
O 0.11620 -1.23446 1.66524
H 3.89550 -2.97023 -2.59275
H 0.87674 -4.37876 -1.33719
H 0.43863 -2.98806 -2.37788
H 1.05428 -4.01721 0.98702
H -0.70547 -4.13952 0.67135
N -1.15185 2.17151 -6.87390
C -0.50861 2.62440 -5.78970
S -0.23610 4.19636 -5.43296
C -0.11755 1.55820 -4.80434
C 1.13120 1.56663 -4.19866
C 1.36710 0.70056 -3.14935
N 0.44301 -0.13190 -2.65785
C -0.72481 -0.19017 -3.29466
C -1.04099 0.61398 -4.37863
H -1.44601 2.84012 -7.56962
H -1.16009 1.19596 -7.12091
H 1.89655 2.25547 -4.53219
H 2.34171 0.68544 -2.67411
H -1.45516 -0.89971 -2.91917
H -2.01628 0.53093 -4.84370
C -4.08122 -4.11557 0.56106
C -4.15742 -3.45944 1.78167
C -3.51862 -2.23689 1.95811
C -2.79877 -1.68704 0.90271
C -2.73924 -2.33086 -0.33035
C -3.37612 -3.55121 -0.49772
Sb -2.07576 0.26862 1.07829
C -2.33038 0.90892 3.00850
C -2.98516 2.12057 3.21317
C -3.22521 2.53801 4.51339
C -2.81101 1.75191 5.58267
C -2.15917 0.54417 5.36477
C -1.91664 0.10794 4.06897
C -3.63720 1.10001 -0.04680
C -3.48625 1.31189 -1.41383
C -4.58703 1.66420 -2.18437
C -5.83346 1.80000 -1.58924
C -5.98595 1.57946 -0.22581
C -4.89152 1.22532 0.55177
H -4.58275 -5.06541 0.42851
H -4.71464 -3.89642 2.60065
H -3.58924 -1.73048 2.91291
H -2.21642 -1.88032 -1.16487
H -3.33656 -4.05724 -1.45424
H -3.30834 2.73570 2.38280
H -3.73420 3.47623 4.69070
H -3.00431 2.08133 6.59517
H -1.84312 -0.06479 6.20191
H -1.42216 -0.84199 3.90198
H -2.51911 1.22151 -1.89208
H -4.47220 1.83368 -3.24778
H -6.69035 2.07768 -2.18942
H -6.96045 1.67903 0.23411
H -5.02932 1.04455 1.61243
O 8.28667 -2.64031 -0.38833
N 8.14982 -1.47812 -0.08635
O 9.02591 -0.66258 0.06178
C 6.75674 -1.00385 0.11094
C 5.74779 -1.92892 0.16857
C 4.44223 -1.47771 0.31148
C 4.16654 -0.10664 0.33155
O 2.89989 0.37368 0.22288
C 5.23970 0.76652 0.45201
C 6.53664 0.34659 0.30499
N 5.02383 2.19811 0.77166
O 4.12057 2.44120 1.54660
O 5.81991 2.98677 0.33357
N 3.47024 -2.48065 0.66681
O 3.06668 -3.36369 -0.31308
O 2.32049 -1.90174 1.27586
H 5.97092 -2.98784 0.13458
H 7.35836 1.04694 0.36293
C -0.16218 3.29899 2.17803
Ge 0.84129 1.97518 1.16832
C 1.74081 3.08661 -0.12641
C 1.59735 0.97152 2.72218
C -0.29025 0.68501 -0.03309
H 0.55134 4.12074 2.27683
H -0.44532 2.94348 3.16373
H -1.04117 3.67428 1.65259
H 2.41159 3.76909 0.39456
H 0.94902 3.67185 -0.59974
H 2.30379 2.55634 -0.89052
H 2.24080 1.73099 3.17365
H 2.20916 0.08176 2.62897
H 0.76757 0.74777 3.38811
H -0.58675 1.30208 -0.87396
*
```

***

No. 3
Here is a molecular structure, C38H38N4O7V at a distorted geometry from OMol25. Energies are from wB97M-V/def2-TZVPD.

Calculated values
Orbital gap in hartree: 0.17415
E in eV: -85980.91418

ORCA input file:
```
! RIJCOSX wB97M-V def2-TZVPD def2/J DEFGRID3
* xyz 3 1
V 0.42409 -0.11309 -0.65466
C 0.67755 6.30526 2.36669
C 0.49075 4.89284 1.90914
C -0.33079 4.00363 2.58734
C -0.57478 2.70748 2.11514
C -1.41286 1.82323 2.87624
N -1.97798 0.75148 2.43042
C -2.72548 -0.19448 3.26089
C -2.30870 -1.65330 2.95673
C -3.44848 -2.53566 2.43199
N -3.92510 -2.07487 1.11937
C -3.33278 -2.24203 -0.00278
C -2.18242 -3.12983 -0.25316
C -2.40846 -4.49731 -0.39128
C -1.43088 -5.35792 -0.89377
C -1.65396 -6.83401 -0.97245
C -0.26223 -4.79088 -1.40387
C -0.00901 -3.43602 -1.28087
C 1.04874 -2.76920 -2.02387
N 1.20147 -1.49927 -2.15841
C 2.08367 -1.07465 -3.25240
C 2.97895 0.10290 -2.90611
C 2.20859 1.41239 -2.79989
N 1.51967 1.56283 -1.51866
C 1.61349 2.70641 -0.95051
C 0.94868 3.14243 0.26974
C 1.13627 4.43073 0.75970
C 0.07091 2.27402 0.93629
O -0.07967 1.05253 0.47374
C -0.91513 -2.62461 -0.57759
O -0.49122 -1.40396 -0.29264
H 0.25686 6.47504 3.35483
H 0.18018 6.98316 1.66946
H 1.73266 6.57779 2.38301
H -0.81580 4.32421 3.50254
H -1.56999 2.06178 3.92543
H -1.96233 0.54821 1.42127
H -3.79336 -0.04808 3.08027
H -2.53660 0.04613 4.30471
H -1.92537 -2.12473 3.86053
H -1.49014 -1.65645 2.23347
H -4.29386 -2.51562 3.11676
H -3.10397 -3.56423 2.34939
H -4.77498 -1.51936 1.11550
H -3.78949 -1.78808 -0.87383
H -3.38496 -4.90130 -0.14844
H -2.54504 -7.14513 -0.43269
H -0.79504 -7.36729 -0.56384
H -1.75662 -7.15211 -2.01220
H 0.44657 -5.42591 -1.92377
H 1.65686 -3.43649 -2.63595
H 1.43055 -0.79194 -4.08395
H 2.69584 -1.91340 -3.58752
H 3.70968 0.20637 -3.70768
H 3.53310 -0.09681 -1.98574
H 1.44769 1.44081 -3.58715
H 2.88620 2.25164 -2.96119
H 2.23585 3.46988 -1.41908
H 1.81638 5.09846 0.24166
O -2.54273 0.24351 -0.42407
C -2.03191 0.84602 -1.39564
O -0.88800 0.50215 -1.92081
C -2.68286 2.05564 -1.93933
C -4.02813 2.31984 -1.68169
C -4.60176 3.48534 -2.15578
C -3.83575 4.40088 -2.86702
C -2.49297 4.14802 -3.11912
C -1.91999 2.97349 -2.66667
H -4.61895 1.60066 -1.12995
H -5.64968 3.68599 -1.97803
H -4.28776 5.31213 -3.23557
H -1.90331 4.86046 -3.68016
H -0.88158 2.74950 -2.87217
O 4.03786 1.06517 1.22582
C 4.61704 -0.15062 1.37203
C 5.94024 -0.17454 1.80180
C 6.59225 -1.37637 1.98201
C 5.94282 -2.58813 1.73694
C 4.63268 -2.58138 1.32717
C 3.94470 -1.37333 1.12954
C 2.56195 -1.46929 0.65872
O 1.90894 -2.49538 0.63439
O 1.98987 -0.32248 0.20407
H 3.15231 0.94366 0.88004
H 6.43168 0.76948 1.99554
H 7.62036 -1.37578 2.31829
H 6.46785 -3.52403 1.86452
H 4.10107 -3.50424 1.13881
*
```

***

No. 4
Here is a molecular structure, C38H39BF19GeN5O5PS3Ta from OMol25. Energies are from wB97M-V/def2-TZVPD.

Calculated values
Orbital gap in hartree: 0.22301
E in eV: -209888.41595

ORCA input file:
```
! RIJCOSX wB97M-V def2-TZVPD def2/J DEFGRID3
* xyz 2 1
Ta 0.23233 0.80243 -0.46430
N -1.27934 2.58081 0.60641
N -0.71794 3.26701 1.68988
C 0.54571 2.98394 2.00085
N 1.20193 3.64682 2.92792
N 1.03077 1.94495 1.28665
N 2.34034 1.59070 1.30841
O 2.57807 0.86622 0.33772
O 3.11795 1.91533 2.15728
H -1.55193 3.24456 -0.11587
H -2.06433 1.99514 0.91435
H -1.25609 3.95340 2.19939
H 0.80430 4.46919 3.35454
H 2.15492 3.39241 3.14490
O -2.50034 0.34310 1.69201
C -1.71984 -0.55663 1.55035
O -0.57556 -0.29290 0.77928
C -1.84702 -1.90508 2.09757
C -3.10434 -2.27911 2.57842
C -3.28883 -3.55246 3.08157
C -2.22355 -4.44750 3.11161
C -0.97146 -4.06733 2.64568
C -0.77740 -2.79412 2.13396
H -3.92258 -1.57364 2.53403
H -4.26030 -3.85252 3.44914
H -2.37196 -5.44467 3.50491
H -0.14609 -4.76704 2.68259
H 0.20176 -2.46822 1.81010
O 2.18912 -1.54209 1.61262
S 3.31914 -1.68233 2.61044
C 2.58029 -1.94015 4.25060
C 3.39612 -3.05036 4.89493
C 3.52416 -4.12836 3.81919
C 3.91724 -3.41068 2.52657
H 1.55154 -2.25342 4.05860
H 2.58316 -0.99825 4.79583
H 2.91187 -3.41843 5.79851
H 4.38258 -2.68022 5.18374
H 2.56491 -4.63307 3.69043
H 4.25891 -4.88619 4.08481
H 3.45947 -3.82296 1.62694
H 4.99583 -3.36735 2.38194
C -3.09101 -4.34140 -0.71927
S -2.88249 -2.57738 -1.02960
C -3.96231 -2.40349 -2.46145
H -2.74030 -4.92834 -1.56695
H -4.13500 -4.57307 -0.51541
H -2.49854 -4.58805 0.16153
H -5.00194 -2.57230 -2.18334
H -3.67339 -3.09987 -3.24815
H -3.84947 -1.38790 -2.83694
F 1.65901 1.56395 -1.91467
B 1.49037 3.09586 -1.91719
F 0.08043 3.07312 -1.63681
F 2.14345 3.55634 -0.80974
F 1.84190 3.56751 -3.10579
C -0.38508 -1.84166 -3.90493
C 1.01306 -1.38480 -3.50552
P 1.37050 -1.27812 -1.71890
C 3.19915 -1.16234 -1.60300
C 3.99760 -1.77257 -2.75558
C 0.86226 -2.86832 -1.00744
C 1.58601 -4.08275 -1.58675
H -0.47743 -1.79798 -4.98992
H -1.16705 -1.22167 -3.47394
H -0.56802 -2.87144 -3.59626
H 1.28827 -0.43386 -3.96013
H 1.74514 -2.11230 -3.86414
H 3.44013 -1.63496 -0.64836
H 3.46583 -0.11382 -1.50037
H 3.80225 -2.83435 -2.89502
H 5.05888 -1.65894 -2.53622
H 3.80803 -1.26062 -3.69761
H -0.21848 -2.93499 -1.16070
H 1.04389 -2.78759 0.06303
H 1.43401 -4.18432 -2.66177
H 1.20007 -4.98841 -1.11874
H 2.65795 -4.04540 -1.39430
F -4.74542 3.39205 -0.65278
C -3.84332 4.32785 -0.93696
C -2.82520 4.07182 -1.85304
C -1.95897 5.13923 -2.10684
F -0.98538 5.04066 -3.00887
C -2.06708 6.35993 -1.46193
F -1.21639 7.33786 -1.72910
C -3.07897 6.55761 -0.53641
F -3.18856 7.71144 0.08979
C -3.97685 5.53550 -0.27409
F -4.95188 5.71814 0.60444
Ge -2.72443 2.39926 -2.90343
S -1.70891 0.69532 -1.72885
C -4.44512 1.51188 -3.12891
C -5.09418 0.86939 -2.07729
F -4.52473 0.78869 -0.87008
C -6.30933 0.23441 -2.23746
F -6.88402 -0.38725 -1.21555
C -6.91280 0.21925 -3.48558
F -8.06973 -0.38944 -3.64993
C -6.28434 0.82151 -4.56340
F -6.84428 0.78923 -5.76165
C -5.06471 1.44665 -4.37228
F -4.48334 1.99117 -5.44259
C -1.81998 2.83218 -4.56076
C -0.63893 2.28028 -5.01580
F -0.05386 1.28494 -4.33383
C -0.01249 2.72757 -6.16358
F 1.12017 2.17007 -6.57212
C -0.58157 3.76608 -6.88370
F 0.00237 4.20204 -7.98154
C -1.76367 4.35163 -6.44878
F -2.29775 5.35379 -7.12696
C -2.35567 3.87762 -5.29657
F -3.47271 4.47050 -4.85116
*
```

***

No. 5
Here is a molecular structure, C38H39BN5O2S3SbSn from OMol25. Energies are from wB97M-V/def2-TZVPD.

Calculated values
Orbital gap in hartree: 0.23195
E in eV: -97124.38046

ORCA input file:
```
! RIJCOSX wB97M-V def2-TZVPD def2/J DEFGRID3
* xyz 2 1
Sn 0.60112 0.42445 0.14113
C 1.24525 3.02402 1.93743
C 0.40044 2.03455 2.72686
N 0.76424 0.63111 2.39760
C 2.08252 0.15603 2.90924
C 3.26191 0.56502 2.02757
N 2.94662 0.39168 0.59048
C 3.47243 1.44654 -0.29910
C 2.78348 2.79046 -0.02384
N 1.40497 2.61586 0.51368
H 2.23039 3.13108 2.38540
H 0.77435 4.00724 1.99328
H -0.65308 2.14842 2.46848
H 0.50729 2.21692 3.79832
H 0.05212 0.02767 2.80650
H 2.02372 -0.93020 2.94382
H 2.23367 0.51245 3.93059
H 4.11905 -0.04800 2.31012
H 3.55652 1.59815 2.19683
H 3.30767 -0.50385 0.27198
H 3.26738 1.12701 -1.32295
H 4.55493 1.55073 -0.20324
H 2.72202 3.34898 -0.95716
H 3.36348 3.39948 0.66931
H 0.79098 3.20334 -0.05233
C -6.06798 4.80011 0.70049
C -4.84404 5.08019 1.29215
C -3.73146 4.31505 0.97488
C -3.83910 3.28047 0.04752
C -5.07145 2.98542 -0.52794
C -6.18306 3.75155 -0.19973
Sb -2.13974 2.12203 -0.42995
C -2.77331 0.99817 -2.09710
C -3.34010 1.62935 -3.20410
C -3.72433 0.88032 -4.30562
C -3.54385 -0.49745 -4.31070
C -2.97716 -1.13060 -3.21504
C -2.59148 -0.38276 -2.10947
C -0.92068 3.51821 -1.50521
C -0.72018 4.82315 -1.04645
C 0.17556 5.66866 -1.69118
C 0.88628 5.21789 -2.79702
C 0.69691 3.92308 -3.25920
C -0.19933 3.07438 -2.61593
H -6.93567 5.39572 0.94949
H -4.75780 5.88903 2.00523
H -2.78940 4.53024 1.46806
H -5.17574 2.16954 -1.23186
H -7.14004 3.52734 -0.65151
H -3.48095 2.70427 -3.21351
H -4.16506 1.37223 -5.16245
H -3.84886 -1.07654 -5.17182
H -2.84061 -2.20398 -3.21761
H -2.16368 -0.89047 -1.25191
H -1.28563 5.20490 -0.20384
H 0.30311 6.68516 -1.34252
H 1.56934 5.88248 -3.30883
H 1.23111 3.57690 -4.13472
H -0.35814 2.07544 -3.00851
S 2.43646 -8.13531 -0.57196
C 2.44947 -6.60127 -0.02549
S 0.92859 -5.73008 0.14322
C 1.81563 -4.32995 0.59880
N 3.08559 -4.45816 0.63993
N 3.46286 -5.73015 0.31445
C 4.88497 -5.97335 0.34888
C 5.40492 -7.25012 0.50064
C 6.78323 -7.42048 0.54026
C 7.63959 -6.33962 0.43296
C 7.10608 -5.06551 0.29332
C 5.73680 -4.87665 0.25302
S 1.20364 -2.72218 0.99285
H 4.76094 -8.10442 0.59909
H 7.17975 -8.41940 0.66053
H 8.71038 -6.48435 0.46150
H 7.76150 -4.20857 0.21292
H 5.33044 -3.88284 0.14383
O -1.47630 -3.77485 0.71919
B -0.60491 -2.77663 1.03528
O -1.22655 -1.59002 1.42102
C -2.59432 -1.89593 1.33663
C -3.66514 -1.08328 1.61334
C -4.92436 -1.65449 1.43178
C -5.06988 -2.96961 1.00012
C -3.96737 -3.78061 0.73218
C -2.73628 -3.20140 0.91378
H -3.54432 -0.06415 1.95674
H -5.80541 -1.06353 1.63889
H -6.06303 -3.37692 0.87472
H -4.06986 -4.80476 0.40351
*
```